No. 1
Formula: C22H38AsCuFN5O3S
Source: the Open Molecules 2025 dataset
Level of theory: the ωB97M-V functional and the def2-TZVPD basis

The HOMO energy (alpha / beta) is -6.95 / -6.71 eV. The HOMO-LUMO gap (alpha / beta) is 3.57 / 3.33 eV. The calculation puts the LUMO energy (alpha / beta) at -3.38 / -3.38 eV. As for the expectation value of S²: 0.754. For the largest force on an atom, the calculation gives 0.129 Eh/bohr. As for the spin multiplicity: 2. Its total charge is +1.

CARTESIAN COORDINATES (ANGSTROEM)
Cu 0.00000 0.00000 0.00000
C -6.70107 3.60373 0.09619
C -5.74609 3.59895 1.28047
N -4.41308 3.13008 0.88130
C -4.09214 1.78212 0.99812
C -2.90921 1.20866 0.74532
C -2.70039 -0.29509 0.91249
O -3.69894 -0.92787 1.37563
O -1.57579 -0.74803 0.56889
C -1.82166 2.09143 0.30077
O -0.69065 1.70463 0.03907
C -2.12933 3.53517 0.15223
C -1.10988 4.38576 -0.27775
C -1.37211 5.73400 -0.46628
F -0.34412 6.49581 -0.87405
C -2.64749 6.29544 -0.24645
C -3.65185 5.39373 0.18000
C -3.42224 4.01993 0.41745
N -2.96376 7.64508 -0.50511
C -3.87573 8.34623 0.42553
C -4.66300 9.43381 -0.34688
N -3.94282 9.81403 -1.61872
C -2.45449 9.91365 -1.42390
C -1.89878 8.51417 -1.07446
H -7.69214 3.94427 0.41208
H -6.80638 2.59917 -0.32703
H -6.35231 4.26634 -0.70166
H -6.15658 2.93921 2.05665
H -5.70507 4.58773 1.75148
H -4.91943 1.15704 1.33536
H -0.11308 3.99824 -0.47279
H -4.66562 5.75759 0.28383
H -3.27834 8.82050 1.21496
H -4.59740 7.70297 0.93601
H -4.79091 10.34213 0.24935
H -5.64379 9.06343 -0.66105
H -4.34084 10.65348 -2.05226
H -4.08693 9.02328 -2.26617
H -2.28521 10.63510 -0.61767
H -2.02218 10.29984 -2.35153
H -1.06241 8.63291 -0.37542
H -1.53013 8.07270 -2.00818
N 1.67443 0.80392 -0.60544
C 2.88864 0.36232 0.05213
C 3.10084 -1.14767 -0.11131
C 2.02889 -2.01041 0.56576
N 0.72611 -1.81323 -0.03890
H 1.75357 0.77963 -1.61233
H 1.48000 1.97861 -0.43907
H 2.83551 0.61403 1.11675
H 3.74485 0.90060 -0.36820
H 4.07301 -1.40498 0.32733
H 3.16591 -1.40203 -1.17738
H 1.97453 -1.76208 1.63112
H 2.30719 -3.06702 0.49069
H -0.12539 -2.45192 0.52003
H 0.66848 -2.21498 -0.96408
C -1.12409 -2.34181 -4.34912
As -1.24280 -0.41221 -3.98447
C -3.08134 0.28753 -4.01065
C 0.03174 0.66996 -5.02122
S -0.69028 -0.22895 -2.21307
H -1.43946 -2.53755 -5.39438
H -1.79001 -2.89257 -3.65339
H -0.07751 -2.68225 -4.20930
H -3.48725 0.21357 -5.04027
H -3.07876 1.34964 -3.69029
H -3.71456 -0.30701 -3.32059
H -0.23003 0.61369 -6.09763
H 1.05912 0.27934 -4.87022
H -0.01750 1.72571 -4.68404
H 0.49059 0.16272 1.57285

Löwdin population analysis, charges in e, atoms 1 to 2: Cu 0.02; C -0.08

=====

No. 2
Formula: C2H3F2N
Source: the Open Molecules 2025 dataset
Level of theory: the ωB97M-V functional and the def2-TZVPD basis

The HOMO energy (alpha / beta) is -8.88 / -9.89 eV. The HOMO-LUMO gap (alpha / beta) is 7.53 / 10.32 eV. The calculation puts the LUMO energy (alpha / beta) at -1.34 / 0.43 eV. For the largest force on an atom, the calculation gives 0.039 Eh/bohr. As for the spin multiplicity: 1. As for the energy above the lowest of the compared OMol25 structures with the same formula, charge and spin: 4.525 eV.

CARTESIAN COORDINATES (ANGSTROEM)
C -0.16121 -1.93898 0.63978
C 0.76623 1.29219 -0.74925
N -1.12836 -1.95424 1.35844
F 0.32908 -0.84538 -0.04750
F 0.48644 1.05883 -2.04131
H -0.07241 1.65704 -0.18788
H 1.58484 1.98733 -0.70110
H -1.80461 -1.25679 1.72883

Löwdin population analysis, charges in e, atoms 1 to 2: C -0.16; C -0.04

=====

No. 3
Formula: C3H8BBrO2
Source: the Open Molecules 2025 dataset
Level of theory: the ωB97M-V functional and the def2-TZVPD basis

The HOMO energy is -9.50 eV. The HOMO-LUMO gap is 9.60 eV. The calculation puts the LUMO energy at 0.10 eV. For the largest force on an atom, the calculation gives 0.095 Eh/bohr. As for the spin multiplicity: 1. As for the energy above the lowest of the compared OMol25 structures with the same formula, charge and spin: 1.334 eV.

CARTESIAN COORDINATES (ANGSTROEM)
B 0.26591 -1.39729 0.00113
C -0.65468 1.60074 0.79889
C -0.15079 1.16943 -0.59314
C 0.73364 -0.00865 -0.51727
O 1.21768 -2.31766 0.41205
O -1.08124 -1.52765 -0.10019
Br 2.59391 0.43417 0.01759
H -1.00761 2.68449 0.90513
H -1.47679 0.88408 1.21000
H 0.30497 1.32116 1.42089
H 0.41615 2.03255 -1.03524
H -1.03204 0.87435 -1.14956
H 0.71947 -0.37338 -1.94384
H 0.77981 -3.04231 0.76177
H -1.62839 -2.33403 -0.18819

Löwdin population analysis, charges in e, atoms 1 to 2: B -0.80; C -0.12

=====

No. 4
Formula: C21H18N7OS2V
Source: the Open Molecules 2025 dataset
Level of theory: the ωB97M-V functional and the def2-TZVPD basis

The HOMO energy (alpha / beta) is -7.58 / -7.66 eV. The HOMO-LUMO gap (alpha / beta) is 7.06 / 7.09 eV. The calculation puts the LUMO energy (alpha / beta) at -0.52 / -0.57 eV. As for the expectation value of S²: 2.024. For the largest force on an atom, the calculation gives 0.045 Eh/bohr. As for the spin multiplicity: 3. As for the energy above the lowest of the compared OMol25 structures with the same formula, charge and spin: 0.182 eV.

CARTESIAN COORDINATES (ANGSTROEM)
V 6.37280 12.98908 9.59169
N 5.12427 16.59509 7.76788
C 5.49394 15.64583 8.70746
S 4.55599 14.17509 8.67948
N 6.38008 15.96032 9.62190
N 6.54819 14.91674 10.49722
C 6.57626 15.21531 11.72225
C 6.73601 14.18992 12.73459
C 7.10961 14.54761 14.01839
C 7.16378 13.63019 15.03597
C 6.75589 12.30112 14.80413
C 6.30975 11.94960 13.56461
C 6.33767 12.85158 12.49044
O 5.89757 12.37688 11.33933
H 5.02148 16.18336 6.85728
H 5.68602 17.43596 7.82044
H 6.53624 16.27290 11.98669
H 7.40320 15.58686 14.20773
H 7.51662 13.85775 16.03518
H 6.74841 11.57852 15.56533
H 5.92671 10.96065 13.31505
N 5.74875 11.80645 5.44792
C 6.27206 11.78130 6.68789
S 7.37649 13.06181 7.19084
N 5.97733 10.80768 7.50418
N 6.49414 11.03442 8.77042
C 7.42864 10.30824 9.26068
C 7.75466 8.94631 8.78915
C 6.68570 8.07719 8.56138
C 6.93161 6.79394 8.05898
C 8.20706 6.35705 7.71025
C 9.21156 7.30384 7.82913
C 9.02038 8.57095 8.37013
C 8.24765 10.90590 10.30716
C 9.03163 10.17092 11.14424
C 10.04996 10.86723 11.85986
C 10.10456 12.21375 11.70336
C 9.18622 12.91561 10.94193
N 8.31958 12.22862 10.22319
H 6.13871 12.34035 4.71970
H 5.12426 11.04937 5.20147
H 5.67217 8.43248 8.74239
H 6.09672 6.10677 7.94239
H 8.36419 5.32563 7.35976
H 10.18452 6.95998 7.43236
H 9.81020 9.27760 8.36375
H 8.99393 9.10656 11.17058
H 10.72614 10.31561 12.51482
H 10.93016 12.71966 12.16286
H 9.22315 13.98130 11.00045

Löwdin population analysis, charges in e, atoms 1 to 2: V 0.60; N 0.06

=====

No. 5
Formula: C2H8N4O
Source: the Open Molecules 2025 dataset
Level of theory: the ωB97M-V functional and the def2-TZVPD basis

The HOMO energy (alpha / beta) is -19.14 / -18.58 eV. The HOMO-LUMO gap (alpha / beta) is 8.29 / 8.58 eV. The calculation puts the LUMO energy (alpha / beta) at -10.85 / -10.00 eV. For the largest force on an atom, the calculation gives 0.089 Eh/bohr. As for the spin multiplicity: 1. Its total charge is +2. As for the energy above the lowest of the compared OMol25 structures with the same formula, charge and spin: 7.045 eV.

CARTESIAN COORDINATES (ANGSTROEM)
C 1.02366 1.07748 -0.29637
C 1.10184 0.37572 -2.64248
N 1.19577 0.52900 -1.44017
N 0.59759 0.41211 0.82153
N -1.25193 -0.57166 0.36391
N -1.45372 -1.52641 1.35448
O 0.38702 1.07755 1.89361
H 1.60784 2.03513 -0.08280
H 0.54268 1.13729 -3.27563
H 1.57227 -0.32931 -3.21214
H -0.88186 -0.82263 -0.51780
H -1.41689 -1.28424 2.40442
H -0.87057 -2.47712 1.44269
H -2.48924 -1.68629 1.20352
H 0.33556 2.05338 1.98324

Löwdin population analysis, charges in e, atoms 1 to 2: C -0.05; C 0.18

=====

No. 6
Formula: C5H8NO2S2
Source: the Open Molecules 2025 dataset
Level of theory: the ωB97M-V functional and the def2-TZVPD basis

The HOMO energy (alpha / beta) is -13.45 / -13.45 eV. The HOMO-LUMO gap (alpha / beta) is 7.75 / 7.75 eV. The calculation puts the LUMO energy (alpha / beta) at -5.70 / -5.70 eV. For the largest force on an atom, the calculation gives 0.070 Eh/bohr. As for the spin multiplicity: 1. Its total charge is +1. As for the energy above the lowest of the compared OMol25 structures with the same formula, charge and spin: 0.000 eV.

CARTESIAN COORDINATES (ANGSTROEM)
C 2.42802 -0.13888 0.62893
C 1.06092 0.39288 0.15205
C -1.93525 0.40255 -0.57554
C -1.74261 -1.10888 -0.81035
C -0.13856 0.08125 0.95472
N -1.31278 0.78581 0.68052
O 1.05921 1.18803 -0.87811
O 4.91025 -0.40847 0.28957
S -0.19232 -1.59767 0.00298
S 3.77067 0.24546 -0.28942
H 2.44779 -0.79718 1.47791
H -1.49260 0.94844 -1.41382
H -2.99520 0.65604 -0.54368
H -2.53360 -1.69939 -0.34575
H -1.68523 -1.35007 -1.86875
H 0.06441 -0.08441 2.00979
H 0.24948 1.72331 -0.92582
H -1.96259 0.76116 1.45477

Löwdin population analysis, charges in e, atoms 1 to 2: C -0.27; C -0.40